Entry 1:
One molecule with the formula C18H23N3O3S2, computed with ωB97M-V/def2-TZVPD.

- HOMO-LUMO gap: 9.18 eV
- Molecular weight: 393.53 g/mol
- ΔE to the lowest compared entry with this formula, charge and spin: 4.5 kcal/mol

Structure (ORCA input):
```
! wB97M-V def2-TZVPD RIJCOSX def2/J DEFGRID3
* xyz 0 1
O 3.69332 1.14702 0.08084
C 4.11377 0.14725 -0.45500
N 3.26294 -0.87663 -0.79515
C 1.92188 -0.82990 -0.53571
N 1.12027 -1.78429 -0.85174
C -0.15992 -1.49026 -0.48188
C -1.26830 -2.31312 -0.67810
C -2.50212 -1.87467 -0.24874
C -2.63000 -0.63688 0.37037
S -4.26621 -0.12312 0.87393
O -4.16372 1.13008 1.57224
O -4.92462 -1.21100 1.53574
N -4.97432 0.04381 -0.64946
C -6.41952 -0.12676 -0.68187
C -7.04214 1.28393 -0.75005
C -5.83872 2.23495 -0.77773
C -4.69440 1.33445 -1.24847
C -1.55464 0.19831 0.58172
C -0.31174 -0.23336 0.15090
S 1.23062 0.57327 0.26130
C 5.56978 -0.13209 -0.75744
C 6.14970 -0.92157 0.43744
C 6.62483 0.04689 1.51344
C 7.83780 0.84287 1.01653
C 7.77785 1.06058 -0.49992
C 6.33260 1.18456 -0.96640
H 3.60140 -1.71640 -1.24411
H -1.13848 -3.26980 -1.15718
H -3.38917 -2.47436 -0.37012
H -6.71358 -0.68687 0.20471
H -6.67288 -0.71467 -1.56897
H -7.63902 1.38750 -1.65623
H -7.68341 1.47780 0.10694
H -5.99195 3.09055 -1.43228
H -5.60974 2.58652 0.22767
H -3.71407 1.67912 -0.92391
H -4.69841 1.21735 -2.33660
H -1.69819 1.14524 1.07676
H 5.62963 -0.75432 -1.65592
H 5.39180 -1.59700 0.84130
H 6.98920 -1.53069 0.09869
H 5.80458 0.72305 1.75843
H 6.88428 -0.49973 2.42106
H 7.86531 1.80590 1.52757
H 8.75903 0.31331 1.26634
H 8.32883 1.96321 -0.76630
H 8.25114 0.22550 -1.02073
H 5.83606 1.97170 -0.39668
H 6.29682 1.46402 -2.02060
*
```

Atom charges from the Mulliken analysis, given in e for atoms 1 to 4: -0.680 0.355 -0.120 0.412

Entry 2:
A 6-piece molecular cluster, C16H45NO7 overall, computed with ωB97M-V/def2-TZVPD.

- HOMO-LUMO gap: 9.16 eV
- Molecular weight: 363.54 g/mol
- ΔE to the lowest compared entry with this formula, charge and spin: 13.6 kcal/mol

Structure (ORCA input):
```
! wB97M-V def2-TZVPD RIJCOSX def2/J DEFGRID3
* xyz 0 1
C 14.50480 -11.95958 -1.17599
O 15.27502 -11.07438 -1.98951
C 15.36847 -11.51556 -3.32369
C 16.51696 -10.83078 -4.05536
N 17.85833 -11.33757 -3.71214
C 18.33947 -10.87966 -2.39984
C 19.75044 -11.35116 -2.19711
O 19.80773 -12.75644 -2.25617
C 21.06758 -13.29477 -1.92760
H 15.08380 -12.88295 -1.03677
H 13.55523 -12.19053 -1.65856
H 14.48458 -11.47682 -0.20116
H 14.38857 -11.37673 -3.80146
H 15.57279 -12.59737 -3.40178
H 16.48459 -9.75043 -3.90476
H 16.35077 -11.05191 -5.11352
H 17.71620 -12.34078 -3.59460
H 17.74632 -11.20943 -1.53730
H 18.28167 -9.78888 -2.39343
H 20.21879 -10.95221 -1.28524
H 20.39266 -10.95743 -3.00841
H 21.00875 -14.35536 -2.17213
H 21.29307 -13.17605 -0.86461
H 21.82938 -12.85000 -2.57979
C 10.72188 -18.45840 -7.23711
C 10.12526 -17.69273 -6.07421
O 10.34533 -18.33447 -4.81798
H 11.79978 -18.31965 -7.27395
H 10.31352 -18.10299 -8.18545
H 10.41344 -19.49952 -7.12553
H 9.04468 -17.55826 -6.22888
H 10.51899 -16.68109 -5.95958
H 9.84768 -19.15879 -4.83622
C 12.85280 -17.24053 -2.87108
C 12.18723 -16.04560 -2.21733
O 13.11497 -15.02403 -1.88952
H 13.62226 -17.74307 -2.27645
H 13.33190 -17.00097 -3.82167
H 12.13076 -18.03792 -3.06799
H 11.57638 -16.31600 -1.34626
H 11.43167 -15.73704 -2.94738
H 13.74642 -15.43242 -1.27697
C 13.74856 -16.18986 2.01377
C 14.15833 -17.24465 0.99837
O 14.79941 -16.61827 -0.12253
H 13.36214 -15.30249 1.51326
H 14.60180 -15.92625 2.63948
H 12.96212 -16.52032 2.69864
H 13.34690 -17.82246 0.55829
H 14.83322 -17.94665 1.49573
H 15.74993 -16.54599 -0.00651
C 9.82237 -12.80673 -1.17835
C 9.76434 -12.50024 0.33454
O 9.64244 -11.10070 0.60837
H 10.60458 -12.32908 -1.75242
H 8.78803 -12.61955 -1.47128
H 9.89298 -13.89876 -1.20494
H 10.61934 -12.91616 0.87784
H 8.85650 -12.93701 0.75141
H 10.16766 -10.62731 -0.04308
C 13.99713 -20.50219 -6.41580
C 14.27552 -20.46472 -4.91816
O 13.24675 -21.08756 -4.16291
H 13.05312 -20.03747 -6.68202
H 13.98096 -21.51775 -6.81905
H 14.81318 -19.94786 -6.89160
H 14.27053 -19.41278 -4.62307
H 15.25653 -20.85600 -4.63526
H 13.17458 -22.01749 -4.39155
*
```

Atom charges from the Mulliken analysis, given in e for atoms 1 to 4: -0.601 -0.370 -0.366 -0.905

Entry 3:
One molecule with the formula C3HCl2NOS, computed with ωB97M-V/def2-TZVPD.

- HOMO-LUMO gap: 9.33 eV
- Molecular weight: 170.02 g/mol
- ΔE to the lowest compared entry with this formula, charge and spin: 0.0 kcal/mol

Structure (ORCA input):
```
! wB97M-V def2-TZVPD RIJCOSX def2/J DEFGRID3
* xyz 0 1
S -0.31991 2.38915 -0.28758
C -0.20790 0.65373 -0.09804
N -1.36291 -0.10826 -0.19449
C -0.94479 -1.31956 -0.01488
Cl -1.86008 -2.74410 -0.00204
O 0.37507 -1.45304 0.19826
C 0.83510 -0.15557 0.13613
Cl 2.49164 0.09911 0.36489
H 0.99377 2.63854 -0.10224
*
```

Atom charges from the Mulliken analysis, given in e for atoms 1 to 4: -0.187 0.280 -0.499 0.496